# C56H93F5N12O6S

13 unconnected molecules or ions with the total composition C56H93F5N12O6S in a non-equilibrium geometry (wB97M-V/def2-TZVPD, the OMol25 dataset).

Each line ends with the Mulliken charge.
Cartesian coordinates (Å):
C  -4.29488  3.97348  0.73464  -1.19
C  -3.52934  2.77435  -0.08154  0.12
O  -2.11453  3.27201  -0.06384  -0.35
C  -1.25461  2.06379  -0.23835  0.24
O  -0.19533  1.86968  -1.02802  -0.54
C  -2.03461  1.01390  0.79060  -0.30
S  -1.31984  -0.69120  1.07165  1.00
O  -0.02367  -0.48347  1.94855  -0.55
O  -0.82947  -1.22266  -0.31395  -0.61
C  -2.41384  -1.87789  2.01655  0.54
F  -1.57996  -3.11640  2.24871  -0.23
F  -3.60263  -2.37421  1.22743  -0.23
C  -2.88474  -1.37153  3.50162  0.61
F  -1.98415  -1.95518  4.55141  -0.20
F  -2.93316  0.09611  3.68586  -0.21
F  -4.27521  -1.91597  3.71545  -0.23
C  -3.63479  1.21495  0.50224  0.91
C  -4.43881  0.16649  -0.46854  -0.84
O  -5.20905  0.78672  -1.55741  -0.09
O  -4.56314  0.54014  -2.69088  -0.44
H  -5.45913  3.80810  0.77829  0.26
H  -3.81759  4.20652  1.78647  0.30
H  -4.13303  4.96578  0.09076  0.36
H  -3.82637  2.97018  -1.19754  0.03
H  -1.88094  1.56419  1.83804  0.33
H  -4.27305  1.28996  1.50351  0.39
H  -3.72096  -0.68492  -0.86271  0.49
H  -5.22695  -0.39174  0.23236  -0.01
H  -3.58293  0.72832  -2.51939  0.33
C  2.07849  -3.00154  1.79432  -0.69
C  3.02470  -1.80707  1.86309  -0.48
C  4.48256  -2.18674  1.59575  -0.07
C  4.95152  -3.18894  2.63786  0.26
N  5.34061  -4.02039  3.50235  -0.57
H  2.31375  -3.74820  2.55937  0.33
H  1.04625  -2.67875  1.96300  -0.10
H  2.12862  -3.48571  0.81235  0.28
H  2.93694  -1.34162  2.85246  0.29
H  2.70833  -1.06018  1.12670  0.30
H  5.11741  -1.29563  1.64267  0.09
H  4.58881  -2.62716  0.59845  0.34
C  -8.05767  -4.17649  3.31867  -1.05
C  -9.17899  -3.15833  3.13757  -0.64
C  -8.82658  -2.05708  2.13555  0.20
C  -7.60424  -1.29432  2.61974  0.33
N  -6.59019  -0.66154  3.02136  -0.60
H  -7.15283  -3.71338  3.72479  0.23
H  -8.36437  -4.95868  4.02029  0.36
H  -7.80328  -4.65364  2.36535  0.29
H  -9.41457  -2.71315  4.11200  0.31
H  -10.08001  -3.67906  2.79521  0.36
H  -9.66614  -1.36172  2.03102  0.26
H  -8.61662  -2.48645  1.14995  0.00
C  -0.38825  5.99395  -3.66308  -1.09
C  -0.83287  4.53489  -3.67910  -0.26
C  -2.34367  4.37526  -3.86079  0.44
C  -3.07333  5.05221  -2.71203  0.28
N  -3.67870  5.61382  -1.75907  -0.74
H  -0.82644  6.54088  -2.82224  0.43
H  0.69958  6.05853  -3.56015  0.25
H  -0.67402  6.50137  -4.59156  0.18
H  -0.51837  4.05801  -2.74268  0.05
H  -0.31727  4.01514  -4.49409  0.42
H  -2.60955  3.31305  -3.87941  0.28
H  -2.66686  4.82278  -4.80691  -0.25
C  4.04102  8.07327  -4.66482  -1.04
C  4.99892  7.01618  -4.12464  -0.41
C  5.01257  5.73930  -4.96750  -0.22
C  3.62495  5.11912  -4.98249  0.15
N  2.47381  4.60460  -4.99498  -0.51
H  3.00394  7.72334  -4.65210  0.26
H  4.08580  8.97691  -4.04872  0.34
H  4.30003  8.34835  -5.69363  0.29
H  4.71740  6.77713  -3.09178  0.30
H  6.01047  7.43572  -4.09375  0.24
H  5.72344  5.01976  -4.54769  0.35
H  5.32000  5.96004  -5.99542  0.33
C  4.93812  -7.03366  4.96187  -0.78
C  5.95465  -7.04627  6.09911  -0.55
C  6.53904  -8.43614  6.35937  0.18
C  5.42613  -9.39727  6.74406  0.15
N  4.50290  -10.19466  7.06317  -0.54
H  4.06958  -7.65989  5.18905  0.28
H  4.56942  -6.01694  4.79310  0.11
H  5.38826  -7.39274  4.02932  0.30
H  5.47302  -6.66879  7.00947  0.27
H  6.76908  -6.35521  5.85551  0.36
H  7.27095  -8.38955  7.17268  0.35
H  7.04810  -8.81303  5.46569  -0.17
C  -10.63747  -1.43827  -2.29241  -1.35
C  -9.69126  -0.24380  -2.22364  -0.10
C  -8.23340  -0.62347  -2.49099  -0.03
C  -7.76444  -1.62567  -1.44887  0.30
N  -7.37536  -2.45712  -0.58438  -0.66
H  -10.40221  -2.18493  -1.52736  0.32
H  -11.66971  -1.11548  -2.12373  0.39
H  -10.58735  -1.92244  -3.27438  0.31
H  -9.77902  0.22165  -1.23427  0.10
H  -10.00763  0.50309  -2.96003  0.30
H  -7.59855  0.26764  -2.44406  0.06
H  -8.12715  -1.06389  -3.48828  0.37
C  7.70570  -0.39945  3.32946  -1.17
C  8.33445  -0.66224  1.96475  -0.33
C  9.29497  0.44608  1.52884  -0.37
C  8.54590  1.76491  1.42929  0.21
N  7.92453  2.85903  1.34672  -0.47
H  7.09488  0.50885  3.32498  0.35
H  7.05036  -1.22941  3.61201  0.25
H  8.47559  -0.29401  4.10236  0.39
H  7.53529  -0.77535  1.22195  0.22
H  8.87747  -1.61306  2.00076  0.32
H  9.72896  0.20456  0.55281  0.30
H  10.11432  0.55018  2.24834  0.31
C  8.94255  9.81366  -6.00208  -1.02
C  9.90045  8.75657  -5.46191  -0.44
C  9.91410  7.47969  -6.30476  -0.37
C  8.52648  6.85951  -6.31975  0.28
N  7.37534  6.34499  -6.33225  -0.56
H  7.90547  9.46373  -5.98937  0.26
H  8.98733  10.71730  -5.38599  0.32
H  9.20156  10.08874  -7.03090  0.30
H  9.61893  8.51752  -4.42905  0.29
H  10.91200  9.17611  -5.43102  0.31
H  10.62497  6.76015  -5.88496  0.28
H  10.22153  7.70043  -7.33268  0.28
C  -3.84454  4.65617  -9.77655  -1.16
C  -4.51521  4.67680  -8.40666  -0.38
C  -4.27772  5.98385  -7.64757  -0.34
C  -2.78808  6.18140  -7.41889  0.22
N  -1.55231  6.34536  -7.22918  -0.52
H  -2.75576  4.73368  -9.69481  0.36
H  -4.06475  3.71667  -10.29327  0.33
H  -4.20353  5.48181  -10.40158  0.30
H  -4.14225  3.83079  -7.81643  0.26
H  -5.59292  4.52870  -8.53629  0.33
H  -4.78922  5.95431  -6.67968  0.28
H  -4.67156  6.83474  -8.21389  0.35
C  1.45059  -8.34606  7.78660  -1.10
C  0.32927  -7.32790  7.60550  -0.49
C  0.68168  -6.22664  6.60348  -0.15
C  1.90402  -5.46389  7.08767  0.19
N  2.91807  -4.83110  7.48928  -0.54
H  2.35543  -7.88295  8.19272  0.31
H  1.14388  -9.12825  8.48821  0.37
H  1.70498  -8.82321  6.83327  0.28
H  0.09369  -6.88272  8.57993  0.30
H  -0.57175  -7.84862  7.26313  0.32
H  -0.15788  -5.53128  6.49895  0.25
H  0.89164  -6.65602  5.61788  0.28
C  9.31258  -10.72650  3.24149  -1.11
C  9.32476  -9.48650  2.35321  -0.40
C  10.34637  -8.44096  2.80504  -0.35
C  10.01758  -7.97757  4.21483  0.29
N  9.74488  -7.59315  5.38439  -0.50
H  9.02363  -10.48474  4.26921  0.31
H  8.58941  -11.45670  2.86469  0.31
H  10.29925  -11.20319  3.26327  0.34
H  8.32024  -9.04597  2.34540  0.25
H  9.55201  -9.78819  1.32484  0.32
H  10.32583  -7.57931  2.12943  0.28
H  11.35827  -8.86012  2.79004  0.30
C  -12.56352  2.56986  0.20696  -1.12
C  -11.22022  3.18676  0.58349  -0.37
C  -10.70551  4.17634  -0.46379  -0.35
C  -10.51335  3.46391  -1.79265  0.31
N  -10.35394  2.87294  -2.89508  -0.56
H  -12.49521  1.98451  -0.71545  0.30
H  -12.90512  1.89258  0.99611  0.33
H  -13.32608  3.34481  0.06846  0.34
H  -10.48826  2.38243  0.72667  0.23
H  -11.32308  3.70324  1.54415  0.32
H  -9.74861  4.60038  -0.14153  0.28
H  -11.41484  5.00053  -0.59578  0.30

Values from the calculation:
Highest occupied orbital energy: -10.098 eV
LUMO level: -0.8 eV